Here is an isolated ion of composition C18H26BrIN2O5PS and charge +1 at a distorted geometry from the Open Molecules 2025 dataset. Energies are from ωB97M-V with the def2-TZVPD basis set.

Its SMILES is CC[C@@H](Br)[C@@H]1[C@@H](CC(=O)c2ccccc2)[N@@H+](S(C)(=O)=O)[C@@H](I)[C@@]1(CC=O)P(N)O. The orbital gap is 8.43 eV. Its net charge is +1.

CARTESIAN COORDINATES (ANGSTROEM)
H1 1.48331 -2.68972 0.23024
H2 0.41231 2.58040 0.88501
H3 3.57178 -1.40872 -1.36893
C1 1.38528 -2.90341 1.31840
C2 0.06846 2.19620 -0.06988
C3 1.16716 -0.36939 1.89670
H4 4.53904 -0.08691 -2.11697
O1 1.25783 0.18921 -2.92903
C4 -1.47889 -1.82423 -0.08182
S1 2.26188 0.52153 -1.97285
H5 -2.05553 -3.90257 0.11961
C5 3.60175 -0.62788 -2.12286
H6 -0.54044 0.86071 1.81371
H7 -0.49695 -2.21089 -0.35593
H8 2.01994 2.48141 3.28930
C6 -2.52761 -2.93848 -0.02539
H9 -0.51863 2.30504 -2.83094
C7 -3.44871 1.68686 -1.20248
C8 -3.53190 0.95106 -3.50659
O2 1.11529 2.14111 3.21088
H10 -0.45868 0.32768 -0.99012
C9 -2.22729 1.39563 -3.71470
C10 -0.19234 0.02008 1.21256
H11 -2.27162 -0.25548 1.06225
C11 1.50942 -1.81157 2.34200
H12 2.55548 -1.80339 2.65627
C12 -1.41400 -0.91200 1.15441
H13 0.94378 -2.08975 3.22361
H14 2.63923 0.82443 5.11726
H15 -3.90946 1.80509 -0.23534
O3 -1.78701 3.56005 0.42741
Br1 -1.71635 -1.85073 2.82650
C13 2.29286 0.00168 0.86172
H16 -3.30642 -2.75016 0.70010
H17 0.69260 2.66000 -0.83315
C14 -4.13916 1.10532 -2.26155
H18 2.95889 -0.82203 0.64817
I1 3.67550 1.58728 1.22826
H19 1.24664 -0.88164 -0.57723
H20 -3.01327 -2.99143 -0.99589
C15 -1.35574 2.71202 -0.28742
H21 3.45909 -1.09574 -3.08982
H22 -5.14944 0.75087 -2.12706
H23 2.72493 -0.66761 4.52116
H24 -4.04620 0.49165 -4.33510
N1 1.49213 0.10580 -0.41884
C16 -1.53065 1.97569 -2.65612
C17 -2.13769 2.11782 -1.40364
N2 2.63830 0.30473 4.24144
O4 2.70266 1.87030 -1.96752
C18 0.11544 0.69177 -0.14777
H25 -1.77676 -1.15970 -0.89188
P1 1.06696 0.54954 3.57520
O5 1.17459 -4.02802 1.62725
H26 -1.74177 1.31050 -4.67261

Forces on the atoms, in the same order (eV/Å):
0.23 0.39 -0.10
0.02 -0.04 0.16
0.04 0.01 0.16
-0.25 0.14 0.20
0.27 0.35 -0.33
1.46 0.10 -0.44
0.10 0.16 0.25
-0.31 -0.71 0.52
-0.35 0.29 0.23
-0.03 1.09 -2.15
-0.11 -0.17 0.44
-0.03 -0.15 0.18
-0.21 0.03 0.17
0.06 -0.23 0.07
-0.07 0.20 -0.27
0.31 0.04 -0.78
0.16 0.12 0.08
0.18 -0.01 -0.46
0.43 0.21 0.05
0.48 -0.26 0.20
-0.33 0.02 0.06
-0.11 0.23 0.71
-0.40 0.44 0.55
-0.20 0.10 0.21
-0.18 0.57 -0.14
0.20 0.01 -0.09
0.21 -0.34 -0.66
-0.19 -0.26 0.02
0.22 0.03 0.05
-0.10 0.07 0.15
-0.54 0.74 0.81
-0.02 0.05 0.09
-0.65 0.16 0.07
-0.01 -0.06 0.28
0.03 -0.01 -0.20
0.18 -0.12 -0.14
0.15 -0.22 0.40
0.01 0.08 -0.28
0.00 0.00 -0.20
-0.09 -0.07 -0.13
0.27 -0.55 -0.36
-0.14 0.00 -0.20
-0.11 0.02 0.09
0.15 -0.05 0.03
-0.26 -0.07 0.01
0.38 -0.41 0.16
-0.46 -0.35 -0.14
0.12 -0.14 -0.47
-0.23 0.16 -0.16
0.32 -0.12 0.83
0.56 -0.19 0.28
0.07 0.10 -0.17
-1.07 -0.26 0.40
-0.12 -1.02 0.13
-0.05 -0.09 -0.18

---

Here is the molecule C10H6N2O4 at a distorted geometry from the Open Molecules 2025 dataset. Energies are from ωB97M-V with the def2-TZVPD basis set.

Its SMILES is O=Nc1c(O)c(N=O)c2ccccc2c1O. The orbital gap is 7.18 eV. Its net charge is 0.

CARTESIAN COORDINATES (ANGSTROEM)
C1 1.05167 -1.96081 0.24648
O1 -2.42427 -2.27669 1.92781
C2 -0.92223 -0.74412 0.97387
C3 1.92954 0.26467 -1.10454
O2 -2.32389 3.27776 -0.83421
H1 2.22278 1.18211 -1.70046
C4 2.68106 -0.86448 -1.24487
C5 2.21144 -1.97776 -0.47476
H2 0.69200 -2.87872 0.69554
H3 -0.30875 3.32984 -0.64430
C6 -1.32511 1.56198 0.17096
C7 0.02677 1.52377 -0.35274
C8 0.76032 0.35618 -0.37319
N1 -1.24930 -1.74672 1.90211
H4 2.70651 -2.90099 -0.48594
H5 -3.23745 -0.59217 1.35577
O3 -3.03214 0.33185 1.35568
H6 3.62793 -0.92552 -1.79112
N2 -2.08662 2.71959 0.20673
O4 0.49926 2.73724 -0.85993
C9 0.31000 -0.76433 0.32144
C10 -1.80955 0.34734 0.70967

Forces on the atoms, in the same order (eV/Å):
0.43 0.35 -0.22
3.34 2.84 -0.36
-2.70 0.87 -0.21
2.11 1.99 -2.59
0.64 0.07 -0.41
-0.31 -1.11 0.87
-0.46 -0.76 1.52
-0.21 0.72 -0.52
-0.01 0.23 0.16
2.40 -0.65 -1.15
2.99 -2.76 -1.21
-2.94 3.17 -0.21
0.38 -0.45 0.30
-2.23 -2.34 -0.39
0.95 -1.10 -0.24
-0.76 -1.35 0.55
1.50 1.28 -1.75
-0.61 0.16 0.08
-1.94 0.85 1.22
-2.33 -0.86 1.43
0.15 -1.13 0.38
-0.39 -0.02 2.74

---

Here is the molecule C4H12N2O at a distorted geometry from the Open Molecules 2025 dataset. Energies are from ωB97M-V with the def2-TZVPD basis set.

For the energy above the lowest of the compared OMol25 structures with the same formula, charge and spin, the calculation gives 182.5 kJ/mol. Its SMILES is NCCNCCO. The orbital gap is 9.45 eV. Its net charge is 0.

CARTESIAN COORDINATES (ANGSTROEM)
H1 1.17379 -0.39013 1.62748
H2 -0.62267 -1.75883 2.35778
C1 0.15616 1.68855 0.00396
C2 0.46811 -0.66786 0.84024
O1 0.37610 -3.08415 1.22652
H3 1.28010 -2.87308 1.48838
H4 -1.31332 0.27769 0.40545
C3 0.42582 1.53769 -1.52415
H5 1.23281 2.22468 -1.79646
H6 1.17264 1.84917 0.37671
H7 -0.55215 1.68006 -3.28141
H8 0.97965 -0.92856 -0.09517
N1 -0.36976 0.50827 0.64605
H9 -1.02050 2.82860 -2.24329
H10 -0.57400 2.46424 0.19764
H11 -1.25117 -2.03192 0.69831
C4 -0.36848 -1.82362 1.29658
H12 0.73913 0.51618 -1.71457
N2 -0.78856 1.85041 -2.30995

Forces on the atoms, in the same order (eV/Å):
0.42 -0.32 -0.15
-0.46 0.60 -0.18
0.66 -1.48 -1.15
-0.53 1.26 -0.61
0.01 0.79 -0.30
-0.06 -0.19 0.02
-0.26 0.05 -0.40
-1.00 1.08 0.48
0.27 -0.14 0.03
-0.36 0.52 0.71
-0.33 0.04 -0.08
0.26 -0.26 0.18
-0.19 -0.23 0.81
0.05 0.25 0.13
0.37 0.64 0.02
-0.12 0.42 -0.10
0.75 -2.03 0.84
0.02 -0.10 -0.19
0.50 -0.90 -0.08